# 1
{"formula": "C32H44N4O4", "method": "the ωB97M-V functional and the def2-TZVPD basis", "e_above_lowest_kj_mol": 8.6, "largest_force_ha_per_bohr": 0.0139, "smiles": "Cc1ccc(NC(=O)[C@@H]2[C@@H]3C=C[C@@]4(O3)[C@H]2C(=O)N(CCCN2CCCCC2)[C@@H]4C(=O)NC2CCCCC2)cc1C", "symbols": ["C", "C", "H", "H", "H", "C", "C", "H", "H", "C", "H", "H", "H", "C", "H", "C", "H", "H", "N", "C", "H", "C", "H", "H", "H", "C", "C", "C", "H", "C", "H", "H", "H", "N", "C", "H", "C", "H", "C", "C", "H", "H", "C", "H", "C", "H", "C", "C", "H", "H", "H", "H", "H", "C", "O", "O", "H", "H", "C", "H", "C", "C", "C", "C", "C", "H", "N", "H", "H", "O", "H", "H", "H", "H", "C", "H", "O", "N", "H", "C", "H", "C", "C", "H"], "coordinates": [[1.578093, -3.080024, 0.308837], [4.738771, 2.710025, 1.594103], [6.363758, 3.627459, 2.671942], [-4.775859, -0.487455, 2.183041], [3.970326, 3.252275, 2.150783], [5.414541, 4.673464, -0.481611], [6.047951, 3.493100, 1.635617], [-5.766957, 2.026463, -1.118823], [0.302838, -6.134600, -0.171887], [-0.941409, 2.559120, -2.380595], [5.145160, 5.441808, 1.509956], [-0.287180, -4.572918, -0.753920], [-9.502065, -0.982969, -0.166899], [5.881133, 4.850764, 0.960101], [-0.110629, 0.761579, -3.295406], [1.479334, -2.363876, 1.659896], [3.849737, -4.542208, -0.830065], [2.234030, 2.214668, 0.564126], [3.031609, 1.785378, 0.117690], [-7.388513, 0.895128, -0.303403], [0.463390, -2.460204, 2.042916], [0.294344, 1.207594, -1.079982], [4.869268, 1.732620, 2.062743], [6.824334, 2.924708, 1.119289], [2.281116, -6.214379, 1.196604], [-7.776923, -0.030655, 0.669329], [-5.506344, -0.099397, 1.487441], [2.806649, 0.781641, -0.740556], [2.875952, -0.767869, 1.215298], [-0.237871, 1.436621, -2.473704], [2.547506, -2.842467, -0.154778], [3.148876, -4.713333, 1.544793], [-8.839010, 0.636772, -1.855540], [0.982000, -0.144055, 0.678716], [1.850725, -0.882820, 1.571959], [-9.188915, 1.960867, -0.751964], [-6.067948, 1.312872, -0.369867], [-9.868946, 0.344455, 0.927037], [-5.120501, 0.822070, 0.519494], [1.411456, -5.369366, -1.853387], [-1.543161, 2.470390, 1.001567], [-3.200092, 0.777561, 1.204218], [4.274391, 2.530307, 0.149067], [-0.865913, 4.095883, -0.768742], [-0.779435, 3.029332, -0.951028], [-7.912572, 2.138596, -1.961630], [2.662419, -6.187997, -1.545568], [-1.658874, 2.125537, -0.031321], [5.277673, 5.648607, -0.952537], [0.791523, -2.701024, -0.348072], [6.827955, 5.393458, 0.980039], [1.763084, -0.434640, 2.566238], [3.320963, 4.451229, -0.012598], [-0.291742, 0.162149, 0.999903], [0.514977, 2.542041, -0.621276], [-3.648331, 2.655320, -1.286338], [0.790383, -5.881647, -2.590213], [4.328895, -6.104975, -0.165854], [-9.197479, -0.497210, 0.759860], [1.348701, -0.655681, -1.344814], [4.105375, 3.891660, -0.528255], [-8.387348, 1.441743, -1.276577], [0.614628, -5.159020, -0.560310], [1.376863, 0.217067, -0.677277], [3.470949, -5.494478, -0.452118], [-1.550207, 3.054634, -3.107712], [1.374051, -4.506587, 0.487409], [3.269149, -6.309916, -2.445584], [2.365808, -7.182363, -1.201603], [3.638102, 0.293336, -1.476680], [-1.560008, 0.040463, -0.725760], [-7.111958, -1.230138, 2.308563], [-9.319060, -1.204228, 1.576495], [5.003773, 1.932245, -0.407099], [-0.938280, 0.786367, -0.224393], [2.150816, -2.842028, 2.373411], [-0.833859, -0.021769, 2.069343], [-3.774133, 1.211288, 0.489068], [1.699919, -4.400098, -2.267023], [2.586277, -5.249605, 0.778029], [6.177303, 4.132740, -1.045723], [-3.141230, 2.049560, -0.367969], [-6.821653, -0.514019, 1.553157], [3.787565, 3.743085, -1.561658]], "forces_ev_per_a": [[0.00, 0.05, 0.43], [0.31, -0.16, -0.24], [0.08, -0.06, -0.01], [0.09, -0.05, 0.08], [-0.09, 0.01, 0.07], [-0.23, 0.19, 0.18], [-0.23, 0.20, 0.18], [0.00, 0.03, -0.04], [-0.08, -0.02, -0.06], [0.26, 0.00, -0.03], [-0.02, 0.08, 0.05], [-0.02, -0.06, 0.04], [-0.12, -0.05, -0.04], [0.26, -0.15, -0.17], [-0.07, -0.17, -0.28], [0.09, 0.21, -0.33], [0.08, 0.03, -0.01], [-0.03, -0.09, -0.07], [0.13, 0.22, 0.24], [0.09, -0.13, 0.19], [0.01, -0.05, 0.05], [-0.43, -0.49, -0.16], [-0.09, -0.02, 0.02], [0.09, -0.05, 0.01], [0.09, -0.01, 0.06], [0.04, -0.01, 0.03], [0.09, 0.10, -0.08], [-0.46, -0.16, 0.20], [-0.02, 0.05, 0.08], [0.24, 0.24, 0.09], [-0.04, 0.04, -0.12], [0.00, -0.07, 0.07], [-0.09, -0.01, -0.08], [0.31, -0.01, -0.08], [-0.08, -0.34, 0.37], [-0.11, 0.05, -0.03], [0.06, 0.09, -0.09], [-0.13, 0.01, 0.01], [-0.33, -0.09, -0.02], [-0.10, -0.21, 0.22], [-0.03, -0.08, -0.06], [0.06, 0.12, -0.11], [-0.01, 0.09, 0.13], [0.04, -0.02, 0.01], [-0.62, 0.20, -0.03], [-0.02, 0.05, -0.06], [0.09, 0.27, -0.11], [0.08, 0.17, -0.11], [0.06, -0.02, -0.08], [0.05, 0.01, -0.08], [-0.02, 0.08, 0.05], [0.12, 0.01, -0.10], [-0.10, 0.04, 0.02], [-0.34, 0.39, -0.49], [0.15, -0.08, 0.31], [-0.16, 0.19, -0.23], [-0.03, 0.05, -0.07], [0.08, 0.05, 0.01], [0.05, 0.04, -0.03], [0.10, 0.19, 0.05], [0.30, -0.22, -0.18], [0.03, -0.02, 0.04], [-0.04, 0.05, -0.30], [0.08, 0.08, -0.28], [-0.19, -0.14, 0.13], [-0.18, 0.01, -0.22], [-0.17, 0.03, 0.02], [-0.01, -0.10, 0.02], [0.00, -0.09, -0.02], [0.23, -0.18, -0.36], [0.09, -0.01, 0.04], [-0.03, -0.07, 0.07], [-0.06, -0.04, 0.03], [-0.05, 0.09, 0.08], [0.34, 0.00, 0.22], [0.02, -0.05, 0.07], [-0.21, -0.15, 0.44], [-0.03, -0.25, 0.34], [-0.01, 0.06, -0.08], [0.24, 0.03, -0.03], [0.06, 0.01, -0.08], [0.60, -0.02, 0.35], [0.01, 0.07, -0.08], [-0.09, 0.00, 0.00]]}



# 2
{"formula": "C32H44N4P2SiSn", "method": "the ωB97M-V functional and the def2-TZVPD basis", "largest_force_ha_per_bohr": 0.0873, "symbols": ["H", "P", "C", "H", "C", "H", "H", "C", "C", "H", "H", "C", "H", "N", "H", "H", "C", "H", "H", "C", "H", "C", "H", "H", "C", "C", "H", "C", "H", "H", "P", "H", "H", "H", "C", "H", "C", "C", "C", "C", "Si", "H", "C", "H", "H", "H", "Sn", "C", "C", "C", "H", "H", "C", "H", "C", "C", "N", "H", "C", "C", "C", "C", "N", "H", "C", "H", "C", "H", "H", "H", "H", "H", "H", "H", "H", "C", "N", "H", "H", "C", "H", "H", "H", "C"], "coordinates": [[-6.251430, -1.383716, -5.143540], [-2.247183, -0.884579, -2.023983], [3.824470, -0.192127, -1.532726], [-2.526279, 3.721960, 3.166335], [0.266230, -0.911884, -3.247356], [-5.870626, -3.733240, -3.854716], [2.872433, -4.146531, -6.052085], [-0.554781, -2.455907, 3.337596], [0.047467, 2.128718, 1.503352], [2.667224, -4.276153, -1.703261], [-2.444598, 0.591622, -4.874071], [-5.542945, -1.561924, -4.347602], [-1.560319, 1.841007, -0.891426], [-3.826322, -1.302198, -2.864621], [1.864190, 2.193223, 0.278565], [0.661253, -0.877019, -4.282972], [-1.091032, -1.672080, -3.284489], [5.701657, 0.896798, -1.898299], [0.528043, 0.651852, 5.421953], [1.130499, 2.854381, 0.725772], [-1.176326, 0.661572, 5.267039], [0.894650, 4.311251, 3.328259], [1.961462, 4.627112, -0.037191], [-0.218793, 5.315445, 1.666539], [-0.486815, 3.805583, 3.722305], [2.787343, -3.879796, -5.010735], [-1.994415, -3.380997, 6.501593], [-2.125611, 1.262277, -4.077138], [-3.837707, -3.303999, -2.079058], [3.178003, -5.813316, -3.919238], [1.440965, -1.589776, -1.983344], [0.371075, 1.946204, 2.561682], [2.564104, -2.110801, 1.425758], [0.083648, 0.126964, -2.923222], [-4.296694, -2.623795, -2.776018], [1.933427, 0.672652, -4.124686], [4.016519, 1.112132, -3.394725], [-1.887742, -2.399320, 6.989500], [2.936297, -4.760158, -3.889588], [2.752268, 0.536029, -3.418124], [-0.385922, -1.526882, 6.255714], [-1.528778, -1.666815, -4.305907], [-5.341197, -2.808189, -3.672065], [-4.491386, 0.400135, -4.008833], [-0.962046, 3.970016, -2.524161], [-0.981237, -2.731451, -2.966022], [-0.183814, -2.515582, 1.145794], [-0.305274, -2.225768, 4.531923], [-1.644889, 2.567998, -4.158261], [-4.629777, -0.651275, -3.811713], [-2.821271, -1.880517, 6.759618], [-2.173897, 2.378434, 1.179578], [1.164053, -1.778379, 7.290285], [-1.845134, -2.573585, 8.073117], [2.489721, -2.615084, -4.510513], [0.830240, 5.020089, 1.907839], [2.341091, -2.705539, -3.125376], [1.601299, -2.760539, 7.094986], [4.691334, 0.659606, -2.213431], [-0.386507, 0.375905, 5.968595], [-1.295897, 2.941680, 1.536409], [1.898325, -2.844762, 1.908706], [2.628234, -0.268471, -2.276445], [4.394705, 1.761301, -4.162568], [-1.504479, 3.447757, 2.909093], [1.923887, -1.022880, 7.069716], [-1.646716, 1.933772, -1.972376], [1.346320, 5.987446, 1.940243], [-1.556453, 3.165866, -5.057021], [2.184929, -3.887433, 1.675613], [-1.253942, 3.778287, 0.820315], [0.831432, -1.691314, 8.328043], [2.346038, -1.679603, -5.033832], [3.904326, -0.728293, -0.588239], [1.068243, 5.087281, 4.107204], [-1.332403, 2.993532, -2.822725], [-2.159745, 0.862552, -2.730433], [-0.482922, 0.934515, 6.914110], [1.773187, 3.598710, 3.409938], [1.401023, 4.163842, 0.805406], [1.835120, -2.638765, 2.993989], [-0.202106, 1.142290, 1.030581], [-0.760368, 4.042650, 4.769895], [2.679023, -4.010012, -2.748850]], "forces_ev_per_a": [[0.01, 0.19, 0.21], [-1.49, 2.14, -3.07], [-0.42, 0.78, -1.26], [0.05, -0.74, 0.58], [-0.93, -0.20, 0.08], [0.06, 0.12, 0.13], [0.20, 0.11, 0.02], [0.28, 0.34, 0.88], [-0.58, -0.15, -0.10], [-0.01, -0.10, -0.05], [0.12, 0.26, 0.37], [1.04, 0.26, 0.97], [-0.03, 0.06, -0.41], [-0.18, -0.71, 0.37], [-0.32, 0.11, -1.07], [-0.04, -0.13, 0.95], [-0.05, -0.03, 0.35], [-0.26, 0.04, -0.08], [0.01, -0.16, 0.50], [0.54, -0.49, 0.70], [-0.21, 0.06, 0.31], [0.18, 0.28, -0.16], [0.24, -0.35, 1.15], [0.64, -0.25, 0.40], [-1.26, 0.40, 0.67], [-0.01, 0.84, 0.98], [0.23, 0.25, 0.15], [0.40, 0.45, 0.34], [0.00, -0.13, 0.02], [0.05, 0.16, 0.04], [2.74, 0.81, -3.46], [-0.34, -0.18, -1.01], [0.03, -0.48, 0.07], [0.13, -0.21, -0.23], [-0.30, 0.70, -0.66], [0.53, -0.04, 0.37], [-0.91, -0.77, 0.42], [-0.14, -0.17, 0.08], [-0.31, 0.82, 0.61], [0.95, 0.05, 0.74], [0.42, 0.65, -0.59], [0.14, 0.06, 0.76], [0.91, 0.53, 0.33], [-0.04, -0.17, -0.02], [-0.06, -0.34, -0.02], [-0.04, 0.44, -0.29], [0.39, -0.25, 1.66], [-0.59, 0.06, -1.39], [-0.32, -1.01, 0.75], [0.00, -0.79, -0.12], [0.08, 0.15, 0.06], [0.38, -0.19, 0.41], [-0.31, -0.33, -0.39], [0.05, 0.18, -0.23], [-0.45, -1.08, 0.11], [-0.31, 0.26, 0.13], [-0.34, -0.54, 0.68], [-0.02, 0.00, 0.32], [-0.73, -0.73, 0.37], [-0.51, -0.62, -0.19], [0.52, -0.12, -0.51], [-0.40, 0.35, -0.26], [-0.04, 0.04, 0.86], [0.10, 0.16, 0.01], [0.47, 1.00, 0.71], [-0.18, -0.05, 0.07], [-0.03, 0.07, -0.79], [0.22, -0.33, 0.07], [-0.01, -0.20, 0.11], [0.14, 0.54, 0.18], [0.14, -0.19, 0.08], [0.34, -0.09, 0.07], [0.04, -0.23, 0.09], [0.11, 0.15, -0.39], [0.17, -0.37, -0.64], [-0.50, -1.07, 0.35], [0.50, -0.63, 0.44], [0.12, -0.07, -0.43], [-1.10, 0.66, -0.25], [-0.36, -0.14, -0.74], [0.22, -0.37, -0.78], [0.64, 0.66, 0.30], [0.08, 0.03, -0.72], [-0.45, 0.01, -1.06]]}



no.,HOMO-LUMO gap (eV)
1,8.8
2,7.1